The following is a quantum chemistry calculation of a structure of composition C34H60N2O2RuSi at a distorted geometry, from the Open Molecules 2025 dataset.

Expectation value of S² = 8.77
Gap between HOMO and LUMO (alpha / beta) = 7.42 / 7.06 eV
Highest occupied orbital energy (alpha / beta) = -9.813 / -11.519 eV
E_LUMO (alpha / beta) = -2.40 / -4.46 eV
Energy relative to the best compared isomer or geometry (same formula, charge and spin) = 25.37 kcal per mole

```
! RIJCOSX wB97M-V def2-TZVPD def2/J DEFGRID3
* xyz 1 6
O -2.40420 2.36077 1.40001
O -2.56318 1.89934 -1.18026
C -2.82272 1.72958 2.60596
C -1.80058 1.59120 3.71386
H -3.18970 0.73844 2.30123
H -3.69714 2.29285 2.97074
H -0.84102 1.20810 3.35050
H -2.17653 0.88670 4.46090
H -1.63462 2.54342 4.22704
C -1.17249 3.09589 1.41260
C -1.28030 4.31805 0.53834
H -0.37950 2.42723 1.03253
H -0.88885 3.38640 2.43735
H -1.47368 4.03566 -0.50009
H -0.33533 4.87085 0.58507
H -2.07670 4.98462 0.88822
C -2.06382 2.09522 -2.50975
C -3.98641 2.10483 -1.08936
C -0.58809 2.40738 -2.46362
H -2.60555 2.93153 -2.99072
H -2.25035 1.17578 -3.09445
H -0.41131 3.48085 -2.32427
H -0.14089 2.13330 -3.42481
H -0.07129 1.86767 -1.66225
C -4.35123 3.55236 -0.90519
H -4.31440 1.50971 -0.22953
H -4.48012 1.70034 -1.99179
H -3.84455 3.96219 -0.02667
H -5.43155 3.61503 -0.75297
H -4.08993 4.13357 -1.79621
H -1.64780 0.80082 0.05866
N 2.44426 -0.65665 1.42646
C 3.58612 -1.34301 1.31901
C 3.83874 -2.20295 0.25059
C 3.24126 -2.23491 -1.01075
C 4.64328 -1.12164 2.36010
H 4.27309 -1.29839 3.37661
H 5.06761 -0.10995 2.30156
H 5.45444 -1.83166 2.17350
C 3.99150 -2.77753 -2.19268
H 4.08271 -2.02553 -2.98989
H 3.52629 -3.68510 -2.59908
H 5.00130 -3.03497 -1.85556
N 1.99811 -1.80288 -1.22221
C 2.30027 0.42129 2.36454
C 1.77989 0.17401 3.64897
C 1.47180 -1.20912 4.11575
C 1.55504 1.26835 4.48679
H 1.12785 1.08383 5.47551
C 1.86441 2.56092 4.06723
H 1.67306 3.40439 4.73389
C 2.43015 2.78070 2.81322
H 2.68696 3.78964 2.48293
C 2.69372 1.71163 1.95893
C 3.38672 1.91367 0.64988
C 1.38685 -1.82360 -2.51838
C 0.68989 -2.97824 -2.92877
C 0.85776 -4.28530 -2.21973
C -0.18783 -2.85135 -4.00677
H -0.79046 -3.71720 -4.28775
C -0.28901 -1.64656 -4.70001
H -1.00829 -1.55075 -5.51757
C 0.53679 -0.56906 -4.37685
H 0.51299 0.34963 -4.96704
C 1.41774 -0.64908 -3.29924
C 2.33226 0.48628 -2.95219
Ru 0.86865 -1.27243 0.33650
H 0.57871 -1.62250 3.62799
H 1.26775 -1.19565 5.19650
H 2.30274 -1.91105 3.95514
H 2.85383 1.41712 -0.17418
H 4.42139 1.53601 0.65590
H 3.43543 2.98538 0.41860
H 0.05458 -4.97069 -2.52315
H 0.81842 -4.18392 -1.12713
H 1.80948 -4.78108 -2.46597
H 3.33770 0.14611 -2.66612
H 1.93886 1.10108 -2.12825
H 2.44103 1.15444 -3.81922
H 4.76094 -2.77544 0.33062
C -1.20221 -0.29582 -0.00979
Si -2.57871 -1.57531 -0.38709
H -0.52303 -0.26861 -0.90854
H -0.72206 -0.48005 1.01203
C -4.05261 -1.24850 0.73296
C -2.16369 -3.39448 -0.21225
C -3.04923 -1.37951 -2.19436
H -3.49640 -2.31603 -2.55320
H -2.16894 -1.16901 -2.81383
H -3.77373 -0.56916 -2.33713
H -3.80960 -1.51446 1.77029
H -4.89527 -1.87096 0.39686
H -4.37633 -0.20145 0.71720
H -2.03151 -3.69110 0.83647
H -1.24867 -3.64964 -0.76326
H -2.98436 -3.98919 -0.64200
C 0.46518 -2.87995 1.42182
H -0.43694 -2.66536 2.02175
H 1.31182 -3.08213 2.09913
H 0.28337 -3.76523 0.79368
*
```